{"formula": "C20H80AsF6N40O20", "method": "ωB97M-V/def2-TZVPD", "symbols": ["F", "H", "H", "N", "C", "N", "H", "N", "H", "O", "H", "N", "O", "O", "H", "N", "H", "H", "N", "H", "H", "N", "H", "H", "H", "N", "H", "H", "N", "H", "N", "H", "N", "H", "H", "N", "O", "N", "H", "H", "H", "C", "C", "O", "H", "N", "H", "H", "H", "H", "H", "H", "N", "H", "H", "H", "N", "H", "O", "O", "H", "H", "H", "O", "O", "C", "N", "N", "N", "C", "F", "H", "H", "N", "O", "N", "N", "H", "H", "N", "C", "F", "H", "O", "H", "H", "N", "H", "N", "F", "H", "H", "H", "N", "H", "H", "F", "C", "H", "N", "H", "H", "N", "O", "C", "H", "N", "C", "C", "O", "C", "N", "C", "F", "H", "N", "C", "H", "H", "O", "H", "H", "O", "N", "H", "H", "H", "H", "H", "O", "N", "H", "C", "O", "N", "H", "C", "H", "H", "O", "H", "H", "H", "C", "H", "H", "N", "H", "H", "N", "C", "O", "C", "H", "H", "H", "C", "C", "N", "H", "N", "N", "H", "As", "N", "H", "O"], "coordinates": [[-1.25052, 0.44568, 0.68808], [6.01714, 1.83163, 1.68090], [1.54105, -3.65801, 0.07677], [2.07849, 3.47898, -1.01892], [2.26686, 4.61793, 5.61213], [4.59697, 0.39248, 2.91994], [1.58102, 2.88428, -0.37165], [-1.47956, 4.65475, 5.54899], [0.80015, 1.68499, -4.34029], [3.78248, 4.05725, -2.38046], [-2.23545, 0.77514, 3.47302], [-2.72224, 4.88189, 3.73596], [3.90096, -2.90811, 0.11244], [0.09533, -1.30643, -3.66978], [1.41826, 5.38106, 1.25476], [2.12316, -4.19121, -0.55327], [5.16108, 0.50457, -0.81307], [-0.86445, -0.56288, 4.99790], [1.18144, 2.62018, -4.32926], [1.77227, 4.74982, -4.09654], [-0.14191, -3.96646, 4.07437], [-4.08179, -1.31671, -4.21539], [-1.77415, -2.57929, -0.01272], [-2.68104, 1.91644, -7.56683], [-4.18156, -3.71770, -2.60392], [-5.90355, -0.98513, 0.65567], [1.69570, 4.40762, -1.12471], [3.70215, 1.93063, -7.76434], [3.50663, 4.59827, 5.84241], [3.54215, -4.88525, -2.28239], [1.87043, 3.83912, 4.66404], [1.62121, -1.77976, 2.43312], [0.56345, -3.32431, 3.74244], [5.30443, 3.24203, 2.26410], [0.51567, 3.93408, 1.65414], [-2.30047, 1.09371, -8.01222], [-3.58134, -1.55675, 4.98331], [-0.16372, -3.11427, -2.44326], [4.27351, 0.07172, 2.01851], [2.54563, 3.65535, 3.93574], [-2.79979, 5.84149, 4.04132], [3.25290, 3.22697, -1.66474], [-0.43543, 5.21240, 0.38644], [3.06484, -0.23648, -5.68638], [-2.21327, 1.75600, -0.35046], [1.76749, -2.41200, -2.98721], [-3.96000, -0.81487, -3.34739], [2.16144, 2.73283, -4.11239], [3.15195, 1.61220, -0.58712], [3.89537, 1.67747, -4.52530], [0.19200, -8.74515, -0.87535], [5.97584, -2.73294, -0.19726], [6.45225, -2.34179, -0.99736], [-2.27367, 4.47437, 0.04966], [-4.72350, -0.93758, -4.89699], [-0.84673, 4.12035, 6.12695], [-3.57760, -2.97914, -2.93541], [2.28339, -3.10321, -2.46167], [-0.44634, 3.35568, -5.75379], [-4.30368, 0.95750, -2.44072], [4.12830, 3.96618, 5.35857], [-6.12319, -0.51347, 1.52135], [-3.93296, 2.33620, -0.45298], [4.60495, 2.23835, 4.26635], [7.32464, -0.41348, -1.77153], [-4.09078, -2.61724, -4.06105], [-2.15082, -3.47614, 0.25908], [3.95204, 1.70237, -5.53340], [5.44551, -0.44714, -0.63013], [-3.27566, 1.03313, -1.78245], [0.23779, -1.69693, 0.20764], [-2.06415, -2.49613, 3.14808], [1.18621, -9.11559, 0.55540], [-3.77593, -4.83287, 0.94739], [-0.39394, -0.00836, -8.28942], [3.73605, 2.13370, -1.22507], [-6.67177, -2.07777, -1.08698], [-4.74210, -4.87763, 1.23829], [-6.58870, 1.85209, 0.76982], [-6.35918, 2.13318, 1.71237], [-1.15908, 0.63661, -7.60634], [2.30373, -0.33020, 0.31220], [0.70692, -2.43035, 4.19005], [-8.04483, -1.03190, 0.24946], [0.51549, -3.78523, -2.11372], [4.75241, -1.08376, -0.26350], [2.12340, -2.65589, 2.45070], [-3.04739, 0.82312, 4.96827], [0.78635, -8.46699, -0.10757], [0.41139, 0.39301, -1.22715], [2.79226, -2.91498, 1.73964], [4.36175, -0.14627, 3.74124], [-1.32601, 0.24610, -1.65481], [1.56692, -7.14597, 1.46784], [0.90010, 3.72935, 4.40609], [-0.12568, 0.21468, -6.06164], [0.53245, -0.34722, 2.22142], [3.43266, -3.76573, -0.62750], [2.78805, 0.51030, -8.21015], [0.56155, 4.84698, 1.22448], [2.25740, -1.60085, -3.33666], [7.39039, -2.53730, -1.31636], [-1.00996, 0.64340, -6.29477], [-0.33313, 6.20630, -0.33716], [0.52280, 3.56571, -5.02018], [2.30142, -7.75819, 1.79310], [-3.12895, 1.81510, -0.77254], [6.42238, -1.05379, -1.23409], [-3.44959, -3.73316, 0.29431], [-1.07083, 3.34306, 3.86233], [-2.97570, -0.97370, 4.12572], [1.01177, 4.71947, -4.76048], [-5.34362, 2.95499, 2.01846], [0.88465, 1.81860, 0.73148], [4.60422, 1.83600, -1.64669], [-0.27900, -0.86453, 5.76363], [0.94997, -0.53737, 5.91102], [0.87119, 0.31549, 4.05161], [-3.01613, 4.55204, 2.82770], [-4.26320, -2.96318, -0.14477], [-5.81660, 2.50941, 3.87074], [-1.16099, -2.99488, -2.33702], [1.65489, -0.80680, 6.85071], [3.86560, -4.07667, -1.77084], [3.74185, 5.20002, 6.61872], [-2.12528, 5.34170, 5.91124], [-1.52618, -4.03365, 0.82398], [-2.97821, -5.26791, 1.38838], [-1.37335, -1.03160, 2.73410], [1.55647, 5.17725, 6.37885], [-1.36018, 4.33653, 0.45784], [4.76551, -3.65517, -1.95139], [1.50960, -3.70931, 2.96706], [1.82006, -4.86563, 2.76350], [-5.17083, 3.08023, 3.34420], [-4.48215, 3.61940, 3.84930], [-6.92066, -1.33137, -0.05833], [-0.58235, -1.18944, 6.67055], [-5.04188, -1.48475, 0.48835], [-0.09136, -6.42348, 0.03940], [-6.86828, 1.48395, 2.29498], [1.87726, -4.95168, -1.17077], [-5.80675, -2.59225, -1.17161], [0.51435, -2.23914, -3.13436], [2.41507, 0.27749, 4.95727], [-1.49245, 1.42295, -5.87097], [1.41982, 0.12488, 4.87791], [-2.57324, 0.90570, -8.96634], [-2.08825, 0.04994, -3.09607], [5.19052, 2.25614, 2.07658], [4.68733, 1.68693, 3.15682], [-4.47567, -3.45351, -4.76123], [-1.73687, 4.22992, 4.31360], [-1.29981, 3.45376, 0.94485], [-7.50141, -2.33694, -1.60140], [1.61953, -6.22480, 1.87867], [0.70804, -7.31694, 0.47560], [3.38307, 0.75924, -6.20498], [-2.78278, 0.27740, 4.16063], [0.70452, 5.42617, -5.41337], [3.29589, 1.03989, -7.51608], [-2.08710, -1.49481, 3.27824], [4.00498, 2.55647, -6.06988], [0.52113, 0.06537, 0.53285], [-2.14464, 0.49529, -2.19131], [-3.44125, -2.17703, -2.33698], [-4.66516, 3.55410, 1.19744]], "forces_ev_per_a": [[2.177, -0.727, 0.248], [-0.290, -0.138, -0.145], [-0.504, -0.804, -0.101], [-1.177, 1.677, -0.476], [-1.927, -0.623, 0.774], [-1.334, -2.811, 1.204], [0.539, 0.118, -0.579], [-0.476, 0.829, 1.397], [0.274, 0.008, -0.046], [0.544, 0.088, -1.493], [-0.203, 0.012, 0.032], [-1.943, 0.905, -1.291], [0.737, -0.051, 0.968], [-3.433, 5.932, -3.824], [-0.274, -0.242, -0.113], [0.879, -0.022, 1.532], [0.550, -0.667, 0.090], [-0.090, -0.080, 0.634], [0.136, -2.283, 0.620], [-0.045, 0.874, -0.245], [0.492, 0.150, 0.344], [-0.355, 2.785, -1.126], [-0.351, -0.116, -0.163], [-0.177, -0.252, -0.132], [0.678, -0.138, 0.790], [3.174, 1.479, 2.373], [0.013, -0.175, -0.170], [-0.417, -0.425, -0.668], [6.523, 0.635, 0.744], [0.278, 0.324, -0.049], [-1.405, -2.477, -4.435], [0.544, -0.393, -0.276], [-4.053, 0.879, 3.146], [0.282, 0.159, -0.471], [0.289, 0.425, 0.196], [-3.919, 2.323, -2.183], [-1.780, -1.736, 0.725], [-1.523, -2.197, 0.897], [0.119, -0.073, 0.157], [-0.232, -0.361, 0.104], [-0.518, -0.101, -0.699], [-2.949, 4.066, 1.241], [3.880, 2.689, -0.507], [-2.032, -4.989, 2.022], [-0.696, 0.734, 0.407], [6.986, 0.312, -0.624], [-0.601, 0.926, -0.592], [-0.458, -0.001, 0.045], [0.719, -0.567, -0.241], [0.226, 0.209, -0.390], [-0.015, 0.110, 0.509], [0.273, -0.135, -0.072], [1.435, -2.865, -1.234], [0.265, 0.177, -0.323], [0.359, 0.186, 0.117], [0.083, 0.586, 0.001], [2.365, -1.166, 5.342], [-0.577, 0.565, -0.311], [0.099, 0.313, 0.148], [-1.249, -0.430, -0.372], [0.273, 0.143, 0.330], [0.413, -0.375, -0.231], [0.381, 0.034, 0.517], [-0.951, -0.404, -0.893], [0.160, -0.630, -0.957], [0.568, 2.346, -0.350], [2.454, 0.207, 0.159], [2.153, 4.070, 1.624], [-3.762, 1.447, 1.768], [-1.013, 0.031, -2.585], [-0.172, 1.923, 0.486], [-0.231, 0.191, 0.100], [-0.174, -0.913, -0.999], [-0.215, -1.500, 0.563], [1.232, -0.618, -1.950], [2.683, -4.249, 0.427], [0.158, -2.206, -3.521], [0.399, -0.462, 0.213], [0.650, 0.624, -0.344], [-1.746, -1.534, -1.359], [1.896, -2.795, 0.833], [-2.019, 0.980, 0.817], [-0.722, -0.193, 0.202], [-3.119, 1.399, 0.654], [-1.885, -0.607, 0.830], [-0.598, 0.391, 0.033], [1.787, 0.599, -1.177], [-0.275, -0.231, -0.249], [0.612, -3.918, -0.957], [0.495, -0.400, 2.118], [0.363, 0.768, -0.188], [-0.134, -0.392, -0.340], [-0.482, 0.616, 0.113], [0.743, 0.831, 1.541], [-0.025, 0.223, 0.144], [-0.072, 0.559, 0.933], [0.083, 0.838, -0.200], [-5.252, 1.627, 2.624], [-0.012, -0.011, 0.524], [1.707, 0.097, 1.163], [0.612, -0.406, -0.180], [0.100, -1.515, 0.631], [0.067, 0.350, 1.226], [-0.773, -0.346, 0.372], [-1.889, -3.181, -0.734], [-0.392, -0.261, -0.593], [0.102, 1.849, 3.169], [2.003, 3.587, -0.091], [0.778, 0.855, 0.636], [1.063, -2.835, -2.163], [1.618, -2.546, 0.872], [1.166, 4.117, -0.160], [0.535, 0.383, -0.056], [-0.407, -2.128, 0.985], [-0.323, -0.201, 0.182], [-4.115, -1.935, 1.350], [2.602, 1.026, -0.398], [0.572, 0.212, 0.300], [0.132, 0.686, -0.398], [-1.538, 1.160, -1.286], [0.400, 0.353, 0.403], [0.154, -0.941, 0.004], [0.742, -0.699, 1.900], [4.751, -1.467, -4.569], [0.622, -0.439, -0.253], [0.554, -0.313, 0.664], [0.162, -0.038, -0.403], [-0.889, -0.658, 0.337], [-0.599, 0.378, 0.190], [-3.919, 2.685, 2.627], [-5.612, -3.176, -0.659], [0.392, -0.451, -0.675], [1.672, -0.444, -1.059], [0.404, -1.233, -0.352], [-0.713, -0.696, 1.763], [-0.081, 0.010, -0.590], [-1.484, -0.236, 0.524], [-1.259, -0.237, -0.499], [0.186, 0.398, 0.441], [1.477, -1.006, 1.164], [0.461, 0.563, 0.759], [-0.875, 0.142, 0.819], [-0.256, 0.166, -0.127], [-1.057, -1.912, 2.427], [-0.242, 0.520, -0.575], [0.903, -0.278, 1.040], [2.038, 1.368, -2.151], [0.277, 0.339, 0.183], [-0.317, 0.032, -0.066], [0.674, 3.380, -2.148], [1.600, 0.172, 2.470], [-3.076, -4.227, -5.369], [1.261, 0.226, 2.107], [0.337, 0.452, 0.206], [0.423, -0.163, -0.011], [-0.153, 0.319, 0.213], [-2.222, 4.534, -1.157], [-0.275, -0.237, -2.350], [0.098, 7.677, 0.401], [0.507, 0.457, 0.628], [0.182, 0.856, -1.859], [1.058, -3.588, -2.427], [0.298, 0.460, 1.247], [0.185, -0.655, -3.526], [2.722, -2.752, -1.691], [-0.099, -0.674, 0.926], [0.413, 0.216, -0.461]], "lowdin_charge": [-0.261, 0.116, 0.087, 0.168, -0.870, 0.183, 0.034, 0.180, 0.099, 0.021, 0.103, 0.170, -0.004, 0.090, 0.113, 0.169, 0.066, 0.072, 0.184, 0.103, 0.130, 0.203, 0.081, 0.110, 0.115, 0.179, 0.095, 0.091, 0.181, 0.145, 0.201, 0.045, 0.195, 0.112, 0.062, 0.163, 0.055, 0.196, 0.086, 0.092, 0.127, -0.766, -0.753, 0.080, 0.068, 0.191, 0.041, 0.060, 0.083, 0.105, 0.124, 0.094, 0.155, 0.116, 0.125, 0.112, 0.157, 0.049, 0.004, 0.011, 0.077, 0.096, 0.088, 0.014, 0.019, -0.854, 0.199, 0.161, 0.187, -0.764, -0.258, 0.094, 0.108, 0.193, 0.010, 0.181, 0.185, 0.129, 0.113, 0.170, -0.798, -0.269, 0.082, 0.010, 0.075, 0.062, 0.188, 0.131, 0.155, -0.243, 0.064, 0.110, 0.041, 0.167, 0.064, 0.100, -0.262, -0.686, 0.115, 0.142, 0.118, 0.124, 0.170, 0.014, -0.739, 0.114, 0.188, -0.768, -0.712, 0.019, -0.811, 0.183, -0.690, -0.264, 0.108, 0.190, -0.828, 0.076, 0.086, -0.011, 0.101, 0.081, 0.048, 0.176, 0.128, 0.109, 0.092, 0.109, 0.056, 0.039, 0.190, 0.115, -0.734, 0.025, 0.161, 0.071, -0.832, 0.138, 0.066, -0.058, 0.102, 0.103, 0.064, -0.873, 0.100, 0.084, 0.184, 0.112, 0.088, 0.153, -0.715, 0.092, -0.757, 0.088, 0.122, 0.025, -0.732, -0.826, 0.167, 0.126, 0.175, 0.161, 0.108, 0.999, 0.184, 0.077, 0.008], "mol_weight_g_mol": 1390.03, "total_charge": -1, "lumo_ev": 0.693, "total_energy_ha": -7340.8859, "spin_multiplicity": 1, "gap_ev": 7.5}